Computed, not measured: a cluster of 2 separate species, C6H10BClO2 in total in a non-equilibrium geometry, with ωB97M-V/def2-TZVPD.

XYZ file:
```
20
Properties=species:S:1:pos:R:3
Cl -2.03125 -1.88653 1.44698
O 1.90216 0.75316 -0.67891
O 1.12765 -1.44057 -0.35582
C 1.09697 0.90701 -1.79030
C -1.46388 0.66418 2.03706
C 0.31914 -1.45336 -1.44465
C 0.70296 -0.38626 -2.48030
C -1.18749 -0.68881 2.29578
C -0.98385 1.66273 2.86932
B 1.86787 -0.37852 0.02166
H -0.19930 -0.03834 -2.97575
H -0.54789 -1.04468 3.12388
H 1.54758 1.54504 -2.56452
H -0.35518 1.16377 3.67940
H 0.35306 -2.39621 -1.79152
H -2.03585 0.89792 1.24863
H 0.19788 1.39402 -1.27550
H -1.24207 2.76162 2.87262
H -0.68834 -1.29544 -1.11720
H 1.61983 -0.74071 -3.12087
```

Computed properties:
ΔE to the lowest compared entry with this formula, charge and spin = 0.0 kcal/mol
gap between HOMO and LUMO (spin up / spin down) = 7.938 / 7.321 eV
E_HOMO (spin up / spin down) = -7.69 / -7.67 eV
multiplicity = 1
electronic energy = -870.03046 Ha